No. 1
{"formula": "C20H22N2O3", "method": "wB97M-V/def2-TZVPD", "elements": ["C", "H", "O", "C", "C", "C", "C", "C", "C", "H", "C", "O", "N", "C", "H", "C", "N", "C", "O", "C", "C", "C", "C", "C", "C", "C", "H", "H", "H", "H", "H", "H", "H", "C", "H", "C", "H", "H", "H", "H", "H", "H", "H", "H", "H", "H", "H"], "xyz": [[-3.220, 0.597, 2.339], [-2.654, -0.337, 2.293], [-4.011, 0.804, 1.187], [-3.392, 0.885, -0.016], [-4.203, 1.193, -1.112], [-3.659, 1.300, -2.375], [-2.302, 1.093, -2.580], [-1.498, 0.767, -1.499], [-2.033, 0.671, -0.220], [-1.381, 0.429, 0.603], [-0.023, 0.556, -1.644], [0.777, 1.470, -1.651], [0.366, -0.742, -1.754], [-0.522, -1.876, -1.727], [-0.167, -2.595, -2.474], [-0.511, -2.513, -0.321], [0.707, -2.134, 0.372], [0.607, -1.529, 1.581], [-0.473, -1.393, 2.129], [1.888, -1.036, 2.233], [2.310, 0.268, 1.604], [1.420, 1.336, 1.592], [1.765, 2.534, 0.995], [3.011, 2.682, 0.411], [3.910, 1.631, 0.435], [3.561, 0.429, 1.026], [4.274, -0.385, 1.043], [4.887, 1.742, -0.013], [3.279, 3.613, -0.064], [1.059, 3.349, 0.977], [0.452, 1.218, 2.056], [2.680, -1.782, 2.170], [1.650, -0.871, 3.287], [1.867, -2.181, -0.485], [2.783, -2.050, 0.084], [1.759, -1.089, -1.574], [2.188, -1.449, -2.516], [2.278, -0.174, -1.276], [1.890, -3.174, -0.949], [-1.349, -2.157, 0.279], [-0.568, -3.605, -0.393], [-1.530, -1.565, -1.998], [-1.873, 1.181, -3.566], [-4.295, 1.549, -3.211], [-5.256, 1.351, -0.941], [-2.527, 1.430, 2.494], [-3.922, 0.554, 3.170]], "forces_ev_per_a": [[0.1, -0.1, 0.2], [0.0, 0.1, 0.0], [-0.2, 0.1, -0.3], [0.0, 0.0, -0.2], [0.0, 0.0, 0.2], [0.0, 0.0, 0.1], [0.3, -0.1, 0.0], [-0.3, 0.3, 0.0], [-0.1, 0.0, 0.2], [0.1, -0.1, 0.2], [0.0, -0.1, -0.2], [0.0, 0.3, -0.1], [0.1, -0.2, -0.1], [-0.1, -0.2, 0.0], [-0.1, 0.1, 0.0], [-0.3, 0.0, 0.1], [-0.2, -0.2, -0.1], [0.3, -0.2, 0.2], [-0.2, 0.2, 0.4], [-0.1, 0.1, 0.1], [0.1, 0.0, 0.0], [0.0, 0.0, 0.0], [0.0, 0.0, 0.1], [0.0, 0.1, 0.0], [0.1, 0.0, -0.1], [0.0, 0.0, 0.1], [0.0, -0.1, 0.0], [0.1, 0.0, 0.0], [0.0, 0.1, -0.1], [-0.1, 0.1, 0.0], [-0.1, 0.0, 0.0], [0.0, 0.0, 0.0], [0.0, -0.1, -0.1], [0.1, 0.1, -0.1], [0.0, -0.1, 0.0], [0.2, 0.2, 0.0], [0.0, 0.0, 0.1], [0.0, -0.2, -0.1], [0.1, 0.1, 0.1], [0.1, -0.1, -0.1], [0.0, 0.1, 0.0], [0.1, -0.1, 0.0], [0.0, 0.0, -0.1], [-0.1, 0.0, -0.1], [-0.1, 0.0, 0.0], [0.0, 0.0, 0.0], [0.1, 0.0, 0.0]], "e_above_lowest_ev": 1.281, "fmax_ev_per_a": 0.47, "homo_ev": -8.510}

---

No. 2
{"formula": "C3H5BrF2S", "method": "wB97M-V/def2-TZVPD", "elements": ["C", "C", "C", "F", "F", "S", "Br", "H", "H", "H", "H", "H"], "xyz": [[-1.688, 0.220, 0.444], [-0.743, 0.764, -0.646], [2.029, -0.841, 0.046], [1.591, -1.351, 1.175], [2.876, -1.695, -0.484], [-0.192, -0.663, -1.654], [2.858, 0.828, 0.311], [-2.504, -0.510, 0.066], [-1.102, -0.375, 1.042], [-2.146, 1.019, 1.143], [0.236, 1.067, -0.048], [-1.215, 1.538, -1.394]], "forces_ev_per_a": [[-2.9, 1.3, -0.8], [0.3, 0.2, 0.1], [-0.3, -0.6, -0.5], [-0.5, 0.0, 0.1], [-0.2, -0.2, -0.5], [1.4, 0.4, 1.0], [-0.1, 0.6, -0.1], [1.1, 1.6, 0.3], [1.4, -1.4, 1.6], [0.6, -1.1, -1.3], [-2.1, 0.3, -1.8], [1.2, -1.2, 1.8]], "e_above_lowest_ev": 2.606, "fmax_ev_per_a": 3.23, "homo_ev": [-9.202, -8.907]}

---

No. 3
{"formula": "C4H4N2O2", "method": "wB97M-V/def2-TZVPD", "elements": ["C", "C", "C", "C", "N", "N", "O", "O", "H", "H", "H", "H"], "xyz": [[0.953, -0.286, 0.224], [-0.306, -0.701, 0.289], [-1.342, 0.212, 0.661], [-3.547, -0.584, 0.130], [-1.370, 2.806, -0.017], [-0.776, 1.958, 0.521], [-3.541, -1.464, 0.867], [-3.776, 0.317, -0.595], [1.756, -0.968, 0.149], [1.155, 0.829, 0.182], [-0.438, -1.724, 0.403], [-1.764, 2.667, -0.956]], "forces_ev_per_a": [[1.3, 2.6, -0.8], [-1.1, 2.6, 1.1], [1.5, 0.9, -0.7], [-1.4, 2.3, -1.0], [0.8, 1.9, -0.8], [-1.1, -3.2, 1.2], [0.3, -1.2, 0.4], [0.5, -1.1, 0.4], [0.8, -0.5, 0.0], [0.1, -1.7, 0.2], [-0.9, -1.9, 0.0], [-0.8, -0.6, 0.0]], "e_above_lowest_ev": 7.369, "fmax_ev_per_a": 3.58, "homo_ev": [-7.818, -8.631]}

---

No. 4
{"formula": "C17H25N4O4", "method": "wB97M-V/def2-TZVPD", "elements": ["O", "O", "O", "O", "C", "C", "C", "C", "C", "C", "C", "C", "C", "N", "N", "N", "N", "C", "C", "C", "C", "C", "C", "C", "C", "H", "H", "H", "H", "H", "H", "H", "H", "H", "H", "H", "H", "H", "H", "H", "H", "H", "H", "H", "H", "H", "H", "H", "H", "H"], "xyz": [[-4.896, 2.164, 0.131], [1.825, -1.137, 3.209], [-0.658, 3.868, 0.800], [1.340, -1.086, 1.047], [-4.094, 2.111, 1.051], [1.247, -0.645, 2.215], [-0.954, 3.284, 1.838], [2.350, -0.560, -4.759], [1.018, -0.968, -4.853], [3.142, -1.022, -3.707], [0.476, -1.829, -3.899], [1.265, -2.303, -2.837], [2.615, -1.896, -2.746], [-0.861, -2.179, -4.014], [-0.617, 3.851, 3.003], [1.533, -3.430, -0.638], [-2.795, 1.952, 0.816], [-4.590, 2.223, 2.478], [-0.869, 3.358, 4.357], [0.675, -3.258, -1.817], [0.369, 0.588, 2.475], [3.484, -2.344, -1.593], [2.953, -3.620, -0.941], [-0.750, 0.768, 1.439], [-1.695, 1.928, 1.793], [2.765, 0.122, -5.494], [0.403, -0.608, -5.669], [4.172, -0.690, -3.623], [-1.285, -2.551, -3.165], [-1.437, -1.565, -4.582], [-0.106, 4.714, 2.905], [1.426, -2.614, 0.000], [-2.528, 1.920, -0.155], [-4.123, 3.083, 2.953], [-5.670, 2.355, 2.461], [-4.345, 1.308, 3.013], [-0.269, 2.467, 4.549], [-1.926, 3.123, 4.488], [-0.589, 4.124, 5.082], [0.523, -4.232, -2.294], [-0.300, -2.892, -1.481], [1.003, 1.477, 2.483], [-0.096, 0.491, 3.459], [3.504, -1.548, -0.841], [4.508, -2.515, -1.934], [3.507, -3.826, -0.020], [3.084, -4.472, -1.616], [-1.334, -0.153, 1.395], [-0.312, 0.952, 0.456], [-2.087, 1.712, 2.782]], "forces_ev_per_a": [[-0.3, 0.0, -0.3], [-0.3, 0.5, 0.2], [-0.2, -0.4, 0.0], [-0.5, 0.5, -0.7], [-1.2, 0.3, -0.1], [0.9, -1.1, 0.7], [0.0, 0.0, -1.6], [-0.2, -0.4, 0.4], [0.7, 0.2, 0.0], [-0.4, 0.0, -0.2], [0.4, 0.5, 0.0], [0.5, 0.2, -0.3], [-0.5, 0.1, -0.3], [-0.5, -0.6, 0.2], [-0.1, 0.2, 1.5], [-0.5, -0.1, 0.4], [1.6, 0.1, 0.7], [0.2, -0.1, -0.2], [0.2, -0.2, -0.4], [1.2, 0.3, 0.4], [-0.7, 0.2, -0.5], [0.2, -0.3, -0.1], [-0.7, 0.8, -0.1], [0.5, 0.3, 0.2], [-0.1, -0.2, -0.1], [-0.1, -0.1, 0.0], [-0.1, 0.0, 0.0], [0.0, -0.1, 0.0], [0.0, 0.4, -0.6], [0.2, -0.3, 0.5], [0.0, -0.1, -0.1], [0.1, -0.5, -0.3], [0.0, 0.1, 0.0], [0.1, 0.0, 0.3], [0.1, 0.0, -0.1], [0.1, 0.0, 0.3], [-0.1, 0.0, 0.1], [0.0, 0.0, 0.1], [-0.1, 0.0, -0.2], [-0.1, -0.1, -0.1], [0.1, -0.1, 0.2], [0.1, 0.0, 0.1], [0.2, -0.1, 0.1], [0.0, -0.1, 0.0], [0.1, 0.2, -0.1], [-0.2, 0.0, -0.1], [-0.1, -0.1, 0.0], [-0.1, 0.1, -0.1], [0.0, -0.1, 0.0], [-0.3, 0.0, 0.0]], "fmax_ev_per_a": 1.77, "homo_ev": -4.832, "total_charge": -1}